Computed, not measured: one molecule with the formula C6H10N2O4S2, with wB97M-V/def2-TZVPD.

Calculated total energy (eV): -39219.1969
Energy relative to the best compared isomer or geometry (same formula, charge and spin) (eV): 2.262
Kohn-Sham gap (Eh): 0.3031

Last column: natural (NBO) charge in e.
Geometry (Å):
C 3.6689 0.9263 0.8839  -0.315
C 2.7693 1.5703 0.1849  0.503
C 3.3745 -1.3520 0.2805  -0.057
C -2.1954 -1.6522 -0.1872  -0.644
C -3.2523 0.6358 0.1124  -0.654
C -1.9805 -0.2148 0.4105  -0.473
N 3.9167 -0.3762 0.8387  -0.340
N 2.2860 2.4255 -0.5220  -0.582
O 0.8957 -2.5308 -0.1731  -0.896
O 0.6544 0.0416 -0.1687  -0.987
O -0.9880 0.6272 -1.9348  -0.928
O -0.7039 1.9614 0.0541  -0.956
S 1.6299 -1.3829 -0.7617  1.328
S -0.8024 0.7196 -0.5559  2.431
H 4.3544 1.6239 1.5142  0.245
H 3.6890 -2.3596 0.2162  0.208
H -3.0617 -2.1453 0.2179  0.223
H -2.1620 -1.4707 -1.3352  0.236
H -1.2931 -2.3043 0.1920  0.251
H -4.1301 0.2743 0.6338  0.231
H -3.4768 0.8248 -1.0436  0.241
H -2.9647 1.6751 0.4174  0.238
H -1.5589 -0.2811 1.4171  0.256
H 1.3307 2.7644 -0.6915  0.441

Force components x, y, z for each atom (eV/Å):
1.64 1.78 2.26
-1.39 3.24 -1.89
-2.04 2.38 -0.06
3.34 0.44 -0.34
0.67 2.06 -1.05
-1.24 -1.28 -2.09
0.82 -2.66 -0.52
0.13 -1.16 -0.09
1.27 0.71 -0.53
0.38 -0.63 0.18
-0.59 -0.40 -2.47
0.32 3.49 1.35
-1.57 -0.22 0.68
2.37 -3.84 1.48
-1.38 -1.49 -0.96
0.39 -0.99 0.20
-0.65 0.21 -0.23
-0.38 -1.05 1.94
-1.64 1.14 -1.27
-0.06 0.00 -0.01
0.55 -1.17 2.38
-0.94 -0.75 0.23
-0.51 0.56 0.00
0.51 -0.36 0.82


Computed, not measured: a 2-piece molecular cluster, C5H10O2 overall, with wB97M-V/def2-TZVPD.

Calculated total energy (eV): -9438.4959
Energy relative to the best compared isomer or geometry (same formula, charge and spin) (eV): 4.547
Kohn-Sham gap (Eh): 0.3595

Last column: natural (NBO) charge in e.
Geometry (Å):
C 2.4020 -0.7060 0.4648  -0.610
C 1.0670 -1.1465 -0.1717  -0.407
C -0.1274 -0.2485 0.3318  0.060
O 0.1598 1.1078 0.0730  -0.765
C -1.4757 -0.2307 -0.4112  -0.341
C -2.4647 1.6264 -0.4764  0.373
O -1.8609 2.5327 0.0522  -0.549
H 3.2621 -1.2440 0.0392  0.209
H 2.5544 0.3628 0.2964  0.229
H 2.4204 -0.8857 1.5478  0.200
H 1.1512 -1.0534 -1.2606  0.199
H 0.9172 -2.2208 0.0414  0.202
H -0.2143 -0.4917 1.4165  0.151
H -0.6487 1.7377 0.2216  0.485
H -2.3147 -0.6761 0.0859  0.194
H -1.3327 -0.4693 -1.4640  0.210
H -3.4950 2.0051 -0.7866  0.159

Force components x, y, z for each atom (eV/Å):
-0.16 0.11 0.03
-0.43 0.29 -0.14
-0.55 0.85 -0.26
1.26 1.26 0.82
-1.25 0.67 -0.23
1.12 -0.25 0.86
-0.47 -0.33 -0.29
-0.38 0.07 0.01
0.00 -0.13 0.05
-0.12 0.05 -0.19
-0.09 0.07 0.07
-0.32 0.48 0.02
-0.29 0.38 -0.41
1.97 -1.20 0.03
-0.33 -0.77 -0.15
-0.46 0.05 0.09
0.50 -1.60 -0.31


Computed, not measured: C29H65AsBrClCsN5O6Si5 as an isolated structure, with wB97M-V/def2-TZVPD.

Total charge: -2
Calculated total energy (eV): -234202.1936
Energy relative to the best compared isomer or geometry (same formula, charge and spin) (eV): 0.598
Kohn-Sham gap (spin up / spin down) (Eh): 0.2060 / 0.1703

Last column: Löwdin charge in e.
Geometry (Å):
Cs -0.4764 -0.6642 0.5394  1.226
O -1.4451 -0.3836 3.6926  -0.373
Cl -0.4521 0.6177 3.4140  0.548
O -0.1713 1.4144 4.5729  -0.328
O -0.9626 1.4571 2.3458  -0.551
O 0.7543 -0.0404 2.9588  -0.513
N 1.2079 -0.8620 -2.8901  0.063
C 0.3471 -2.0476 -2.8222  -0.338
C 0.1054 -2.7577 -4.1665  -0.145
C 1.1934 -3.7585 -4.5571  -0.187
C 1.2151 -5.0360 -3.7062  -0.217
N 0.0916 -5.9618 -3.8797  -0.016
C -1.1100 -5.8544 -3.1329  -0.474
N -0.9963 -5.6591 -1.7527  0.083
N -2.2676 -5.2315 -3.6899  0.053
C -0.9992 -1.6765 -2.1975  -0.796
O -1.7490 -2.6183 -1.8387  -0.077
O -1.2308 -0.4559 -2.0124  -0.306
H 0.6666 -0.0875 -3.2578  0.062
H 1.9977 -1.0481 -3.4984  0.051
H 0.8138 -2.7364 -2.1137  0.088
H 0.0065 -1.9876 -4.9387  0.115
H -0.8493 -3.2824 -4.1124  0.081
H 2.1822 -3.2864 -4.4822  0.099
H 1.0741 -4.0416 -5.6093  0.099
H 1.2474 -4.7700 -2.6489  0.089
H 2.1404 -5.5799 -3.9047  0.108
H -0.0636 -6.2335 -4.8391  0.096
H -0.1479 -6.0531 -1.3748  0.076
H -1.1210 -4.6825 -1.4733  0.056
H -2.1013 -4.9392 -4.6427  0.053
H -2.5392 -4.4142 -3.1405  0.049
C -6.8065 0.8771 1.3524  -0.224
Si -4.9593 0.7138 1.6874  0.252
C -4.6263 -1.0675 2.1594  -0.208
C -4.5091 1.8400 3.1166  -0.209
As -3.5378 1.2229 -0.1092  0.825
Si -4.7537 0.5027 -1.9913  0.259
C -6.4316 1.3178 -2.2714  -0.217
C -3.7607 0.8637 -3.5350  -0.210
C -5.0014 -1.3349 -1.7768  -0.209
Si -3.7843 3.5472 -0.1800  0.249
C -5.5244 4.2345 0.0434  -0.222
C -3.1529 4.1394 -1.8501  -0.227
C -2.7282 4.3050 1.1846  -0.220
H -7.3468 0.8567 2.3044  0.026
H -7.1594 0.0335 0.7526  0.020
H -7.0661 1.8033 0.8360  0.005
H -5.4610 -1.4752 2.7367  0.030
H -3.7223 -1.1310 2.7702  0.016
H -4.4857 -1.6943 1.2757  0.020
H -4.9027 1.4328 4.0527  0.034
H -4.9268 2.8428 2.9894  0.015
H -3.4232 1.9172 3.2098  0.015
H -6.3426 2.4025 -2.3551  0.004
H -7.1672 1.0835 -1.5000  0.008
H -6.8191 0.9482 -3.2274  0.026
H -3.7986 1.9259 -3.7903  0.012
H -4.1856 0.3004 -4.3723  0.031
H -2.7217 0.5592 -3.3908  0.008
H -5.6247 -1.5528 -0.9053  0.014
H -4.0303 -1.8290 -1.6599  0.016
H -5.4987 -1.7559 -2.6562  0.032
H -6.2087 3.9125 -0.7424  0.006
H -5.4894 5.3290 0.0322  0.027
H -5.9353 3.9340 1.0112  0.010
H -3.9317 4.0770 -2.6146  0.016
H -2.3020 3.5407 -2.1836  0.029
H -2.8322 5.1830 -1.7831  0.023
H -3.3586 4.7020 1.9844  0.029
H -2.1380 5.1368 0.7871  0.025
H -2.0444 3.5794 1.6311  -0.005
C 3.0780 2.9600 3.0873  -0.161
Si 1.9247 4.0264 2.0812  0.507
C 0.5135 4.6470 3.1361  -0.167
C 2.8613 5.4765 1.3475  -0.184
C 1.2137 2.9705 0.6713  -0.237
H 3.5586 3.5352 3.8833  0.029
H 3.8622 2.5296 2.4596  0.038
H 2.5222 2.1375 3.5464  0.024
H 0.8879 5.1964 4.0044  0.031
H -0.0770 3.8023 3.5024  0.016
H -0.1416 5.3133 2.5696  0.021
H 3.2693 6.1123 2.1384  0.024
H 2.2081 6.0906 0.7214  0.031
H 3.6869 5.1254 0.7245  0.021
H 0.1702 3.2508 0.4974  0.079
H 1.1858 1.9394 1.0243  0.044
Br 6.0220 -7.1053 0.4536  -0.618
C 4.3752 -4.5504 0.4294  -0.117
C 3.4431 -4.3801 1.4196  -0.102
C 2.3263 -3.6067 1.0947  -0.165
N 2.1301 -3.0513 -0.0994  0.032
C 3.0711 -3.2467 -1.0263  -0.175
C 4.2259 -3.9966 -0.8176  -0.102
H 3.5535 -4.8068 2.4078  0.092
H 1.5834 -3.3811 1.8540  0.096
H 2.8945 -2.7710 -1.9875  0.082
H 4.9568 -4.1273 -1.6050  0.091
C 3.4164 1.6707 -4.0991  -0.188
Si 3.6202 3.2361 -3.1004  0.421
C 5.4225 3.4669 -2.6501  -0.192
C 3.0262 4.7073 -4.0966  -0.194
C 2.6377 3.1237 -1.5744  -0.068
C 1.9888 3.0483 -0.5567  -0.154
H 3.9746 1.7230 -5.0378  0.028
H 2.3644 1.4939 -4.3336  0.024
H 3.7769 0.8115 -3.5287  0.032
H 6.0466 3.5844 -3.5399  0.024
H 5.7808 2.5982 -2.0930  0.032
H 5.5554 4.3509 -2.0221  0.024
H 3.5879 4.8076 -5.0290  0.023
H 3.1400 5.6339 -3.5294  0.025
H 1.9685 4.5889 -4.3436  0.028

Force components x, y, z for each atom (eV/Å):
0.22 -0.94 -0.45
-0.17 -0.17 0.22
0.02 0.06 0.74
-0.05 0.03 0.00
0.06 0.59 0.16
0.33 0.36 0.42
0.04 -0.34 -0.03
0.05 0.04 -0.15
0.03 -0.08 0.05
0.00 0.01 0.08
-0.08 0.12 0.04
-0.03 0.05 -0.07
-0.07 0.01 -0.09
-0.04 0.09 -0.02
0.07 -0.07 0.12
-0.27 0.11 -0.07
0.10 -0.07 -0.05
-0.28 -0.01 -0.92
0.02 0.04 0.05
-0.01 0.13 -0.06
-0.17 -0.09 -0.06
-0.01 0.02 -0.01
0.05 0.03 0.00
0.00 0.01 -0.01
0.01 -0.01 -0.03
0.03 0.00 0.01
0.05 -0.03 -0.04
0.02 -0.03 0.03
-0.01 0.01 0.03
0.05 -0.02 0.01
0.00 0.00 -0.01
-0.02 0.03 -0.03
-0.05 0.00 -0.03
0.01 0.01 -0.01
0.05 -0.03 0.02
-0.01 0.04 0.02
-0.16 0.18 -0.03
0.02 -0.03 -0.03
-0.07 -0.03 -0.01
0.06 0.02 0.01
0.03 -0.03 -0.01
0.00 0.05 0.02
-0.04 0.05 0.08
0.02 -0.01 -0.04
0.04 -0.02 0.02
0.01 -0.03 0.00
-0.01 0.06 -0.02
0.02 -0.04 0.01
0.01 -0.01 0.02
0.01 0.00 -0.04
-0.02 -0.01 0.02
0.01 -0.01 -0.01
0.06 -0.01 -0.02
-0.04 0.01 0.03
-0.01 0.00 0.01
0.05 0.04 0.01
-0.01 0.00 0.02
0.03 -0.02 0.01
0.01 0.00 0.00
-0.05 0.00 -0.01
0.03 -0.02 0.00
-0.04 0.00 0.01
0.01 0.00 0.00
-0.01 -0.04 0.04
0.03 0.00 -0.02
-0.03 -0.01 -0.06
0.02 -0.04 0.00
-0.01 0.04 0.00
-0.01 0.00 -0.01
0.02 -0.03 0.02
0.00 -0.03 0.01
-0.02 0.04 -0.03
0.01 -0.03 0.03
0.00 -0.01 0.06
-0.01 -0.04 0.06
0.00 0.04 0.00
0.04 0.01 -0.16
-0.01 -0.01 -0.01
-0.01 0.00 0.00
0.03 0.02 -0.02
0.01 0.00 -0.01
0.01 0.06 -0.03
-0.02 -0.03 0.01
-0.01 -0.01 -0.01
0.02 -0.02 0.00
-0.02 0.02 0.00
0.05 0.04 -0.09
0.04 -0.05 0.08
-0.07 0.18 0.01
0.26 -0.33 0.02
-0.23 0.16 -0.08
0.29 0.04 0.16
0.02 0.06 -0.03
0.11 -0.05 0.03
-0.20 0.12 0.02
0.00 -0.04 -0.01
-0.11 -0.12 0.01
0.02 0.01 0.02
0.00 -0.04 0.00
0.01 -0.02 -0.01
0.01 -0.06 -0.05
0.03 0.01 0.02
-0.03 0.03 -0.01
0.06 0.08 0.04
-0.21 -0.03 0.10
0.00 0.00 0.01
0.03 0.01 0.01
-0.03 0.02 -0.01
-0.01 -0.02 0.00
0.02 0.04 0.00
0.00 -0.02 0.00
-0.01 -0.01 0.00
-0.02 -0.02 0.00
0.02 0.03 0.00


> The lowest energy relative to the best compared isomer or geometry (same formula, charge and spin) belongs to which entry?

C29H65AsBrClCsN5O6Si5


Please write out number 2 again, unchanged.
Computed, not measured: a 2-piece molecular cluster, C5H10O2 overall, with wB97M-V/def2-TZVPD.

Calculated total energy (eV): -9438.4959
Energy relative to the best compared isomer or geometry (same formula, charge and spin) (eV): 4.547
Kohn-Sham gap (Eh): 0.3595

Last column: natural (NBO) charge in e.
Geometry (Å):
C 2.4020 -0.7060 0.4648  -0.610
C 1.0670 -1.1465 -0.1717  -0.407
C -0.1274 -0.2485 0.3318  0.060
O 0.1598 1.1078 0.0730  -0.765
C -1.4757 -0.2307 -0.4112  -0.341
C -2.4647 1.6264 -0.4764  0.373
O -1.8609 2.5327 0.0522  -0.549
H 3.2621 -1.2440 0.0392  0.209
H 2.5544 0.3628 0.2964  0.229
H 2.4204 -0.8857 1.5478  0.200
H 1.1512 -1.0534 -1.2606  0.199
H 0.9172 -2.2208 0.0414  0.202
H -0.2143 -0.4917 1.4165  0.151
H -0.6487 1.7377 0.2216  0.485
H -2.3147 -0.6761 0.0859  0.194
H -1.3327 -0.4693 -1.4640  0.210
H -3.4950 2.0051 -0.7866  0.159

Force components x, y, z for each atom (eV/Å):
-0.16 0.11 0.03
-0.43 0.29 -0.14
-0.55 0.85 -0.26
1.26 1.26 0.82
-1.25 0.67 -0.23
1.12 -0.25 0.86
-0.47 -0.33 -0.29
-0.38 0.07 0.01
0.00 -0.13 0.05
-0.12 0.05 -0.19
-0.09 0.07 0.07
-0.32 0.48 0.02
-0.29 0.38 -0.41
1.97 -1.20 0.03
-0.33 -0.77 -0.15
-0.46 0.05 0.09
0.50 -1.60 -0.31